Record 1
{
  "formula": "C34H34N2O6",
  "method": "the ωB97M-V functional and the def2-TZVPD basis",
  "homo_lumo_gap_ev": 9.06,
  "max_force_ha_per_bohr": 0.019,
  "symbols": ["O", "C", "C", "C", "C", "C", "C", "O", "C", "C", "C", "C", "C", "C", "C", "O", "C", "C", "O", "C", "C", "C", "C", "C", "C", "O", "C", "C", "O", "N", "C", "C", "N", "C", "C", "C", "C", "C", "C", "C", "C", "C", "H", "H", "H", "H", "H", "H", "H", "H", "H", "H", "H", "H", "H", "H", "H", "H", "H", "H", "H", "H", "H", "H", "H", "H", "H", "H", "H", "H", "H", "H", "H", "H", "H", "H"],
  "coordinates": [[0.33, 1.19, -2.07], [0.75, 0.51, -1.14], [-0.20, -0.46, -0.48], [-1.12, -1.06, -1.23], [-2.15, -1.98, -0.66], [-3.52, -1.33, -0.62], [-3.70, -0.02, -0.90], [-4.87, 0.62, -0.87], [-5.98, -0.08, -0.52], [-7.20, 0.61, -0.48], [-8.35, -0.06, -0.14], [-8.31, -1.42, 0.17], [-7.12, -2.10, 0.13], [-5.93, -1.44, -0.22], [-4.66, -2.17, -0.26], [-4.57, -3.37, -0.03], [-1.72, -2.41, 0.75], [-1.20, -1.21, 1.52], [-2.24, -0.31, 1.72], [-1.93, 0.81, 2.54], [-1.11, 1.84, 1.81], [0.23, 2.05, 2.12], [0.98, 2.95, 1.38], [0.42, 3.64, 0.32], [1.24, 4.59, -0.52], [2.54, 4.84, -0.04], [-0.92, 3.43, 0.01], [-1.67, 2.55, 0.75], [-0.08, -0.62, 0.88], [2.01, 0.62, -0.69], [2.68, -0.22, 0.27], [3.79, -1.01, -0.42], [4.73, -0.10, -1.04], [5.89, -0.79, -1.58], [6.72, -1.39, -0.48], [7.22, -2.68, -0.58], [8.00, -3.21, 0.44], [8.29, -2.46, 1.56], [7.79, -1.16, 1.66], [7.02, -0.63, 0.65], [4.05, 0.70, -2.04], [2.93, 1.51, -1.37], [-1.14, -0.85, -2.29], [-2.25, -2.88, -1.28], [-2.89, 0.63, -1.18], [-7.20, 1.66, -0.72], [-9.29, 0.47, -0.10], [-9.22, -1.93, 0.44], [-7.06, -3.15, 0.36], [-0.91, -3.14, 0.67], [-2.55, -2.86, 1.28], [-0.78, -1.52, 2.50], [-1.41, 0.47, 3.44], [-2.91, 1.23, 2.81], [0.68, 1.51, 2.93], [2.03, 3.09, 1.62], [1.37, 4.16, -1.52], [0.68, 5.54, -0.64], [2.46, 5.26, 0.83], [-1.36, 3.97, -0.82], [-2.71, 2.39, 0.51], [3.14, 0.43, 1.03], [1.98, -0.89, 0.75], [3.34, -1.69, -1.17], [4.32, -1.62, 0.32], [6.49, -0.05, -2.12], [5.60, -1.57, -2.30], [6.99, -3.28, -1.45], [8.38, -4.22, 0.35], [8.89, -2.87, 2.35], [8.02, -0.57, 2.54], [6.63, 0.37, 0.72], [3.61, 0.08, -2.84], [4.76, 1.39, -2.49], [3.36, 2.21, -0.65], [2.37, 2.06, -2.13]]
}

***

Record 2
{
  "formula": "C6H11N6O",
  "method": "the ωB97M-V functional and the def2-TZVPD basis",
  "homo_lumo_gap_ev": 8.09,
  "max_force_ha_per_bohr": 0.077,
  "e_above_lowest_ev": 3.466,
  "charge": 1,
  "symbols": ["C", "C", "C", "C", "C", "C", "N", "N", "N", "N", "N", "N", "O", "H", "H", "H", "H", "H", "H", "H", "H", "H", "H", "H"],
  "coordinates": [[-0.44, 0.98, -0.23], [-0.24, -0.38, -0.40], [-1.75, 1.49, 0.05], [-2.51, -0.79, 0.00], [1.82, 1.02, -0.97], [3.00, -0.47, 1.23], [-1.31, -1.26, -0.11], [0.71, 1.73, -0.38], [-2.74, 0.52, 0.12], [1.82, -0.42, -0.88], [-3.60, -1.67, 0.01], [2.67, -1.04, -0.10], [-2.08, 2.67, 0.10], [1.84, 1.23, -2.09], [2.79, 1.38, -0.65], [3.29, 0.51, 1.05], [2.01, -0.22, 1.78], [3.55, -1.08, 1.87], [0.62, 2.73, -0.01], [-3.63, 0.82, 0.41], [-3.67, -2.35, -0.72], [-4.41, -1.39, 0.54], [3.16, -1.79, -0.53], [-0.91, -2.24, -0.10]]
}

***

Record 3
{
  "formula": "C5H7N",
  "method": "the ωB97M-V functional and the def2-TZVPD basis",
  "homo_lumo_gap_ev": 10.09,
  "max_force_ha_per_bohr": 0.077,
  "e_above_lowest_ev": 3.698,
  "symbols": ["H", "N", "C", "C", "C", "C", "C", "H", "H", "H", "H", "H", "H"],
  "coordinates": [[-2.49, -1.30, 0.89], [-2.16, -1.48, -0.12], [-1.12, -0.82, -0.39], [-0.08, -0.49, -1.38], [0.01, 0.06, -0.05], [0.36, 1.30, 0.65], [1.24, 0.13, 0.78], [0.56, -1.27, -1.63], [-0.30, 0.35, -2.10], [-0.25, 1.55, 1.47], [0.71, 2.09, -0.01], [2.25, 0.21, 0.10], [1.28, -0.32, 1.78]]
}

***

Record 4
{
  "formula": "C26H34N4O2S",
  "method": "the ωB97M-V functional and the def2-TZVPD basis",
  "homo_lumo_gap_ev": 8.19,
  "max_force_ha_per_bohr": 0.012,
  "e_above_lowest_ev": 0.000,
  "symbols": ["C", "C", "O", "C", "C", "C", "C", "N", "C", "S", "N", "C", "C", "C", "N", "C", "C", "O", "C", "C", "C", "C", "C", "N", "C", "C", "C", "C", "C", "C", "C", "C", "C", "H", "H", "H", "H", "H", "H", "H", "H", "H", "H", "H", "H", "H", "H", "H", "H", "H", "H", "H", "H", "H", "H", "H", "H", "H", "H", "H", "H", "H", "H", "H", "H", "H", "H"],
  "coordinates": [[3.40, 4.82, -3.31], [3.79, 3.80, -2.26], [2.60, 3.41, -1.58], [2.67, 2.40, -0.68], [3.84, 1.75, -0.28], [3.77, 0.70, 0.62], [2.56, 0.28, 1.14], [2.53, -0.79, 2.06], [1.44, -1.59, 2.29], [1.11, -2.04, 3.85], [0.73, -2.02, 1.23], [-0.52, -2.71, 1.47], [-1.62, -1.77, 1.97], [-2.94, -2.51, 2.14], [-4.04, -1.60, 2.37], [-4.02, -1.02, 3.71], [-5.16, -0.01, 3.84], [-6.41, -0.61, 3.60], [-6.44, -1.19, 2.32], [-5.33, -2.23, 2.16], [1.36, -2.19, -0.07], [0.95, -1.21, -1.12], [-0.29, -0.69, -1.37], [-0.24, 0.21, -2.40], [-1.35, 0.97, -2.90], [1.04, 0.28, -2.85], [1.60, 1.04, -3.87], [2.95, 0.90, -4.11], [3.73, 0.02, -3.36], [3.19, -0.73, -2.34], [1.83, -0.61, -2.07], [1.40, 0.96, 0.78], [1.45, 2.00, -0.12], [4.28, 5.15, -3.85], [2.92, 5.68, -2.85], [2.70, 4.37, -4.02], [4.50, 4.24, -1.55], [4.25, 2.92, -2.73], [4.80, 2.05, -0.67], [4.68, 0.21, 0.93], [3.14, -0.70, 2.86], [-0.37, -3.50, 2.22], [-0.84, -3.18, 0.53], [-1.76, -0.94, 1.27], [-1.30, -1.35, 2.93], [-2.85, -3.26, 2.94], [-3.16, -3.05, 1.21], [-3.07, -0.51, 3.87], [-4.14, -1.80, 4.48], [-5.20, 0.39, 4.86], [-5.00, 0.81, 3.13], [-7.42, -1.65, 2.22], [-6.31, -0.41, 1.56], [-5.37, -2.64, 1.15], [-5.50, -3.05, 2.88], [1.13, -3.21, -0.41], [2.44, -2.12, 0.06], [-1.23, -0.89, -0.88], [-1.13, 2.04, -2.84], [-1.54, 0.72, -3.95], [-2.24, 0.75, -2.32], [0.99, 1.71, -4.46], [3.41, 1.47, -4.91], [4.79, -0.06, -3.58], [3.81, -1.40, -1.76], [0.45, 0.67, 1.21], [0.56, 2.53, -0.41]]
}

***

Record 5
{
  "formula": "C3H3O3Rh",
  "method": "the ωB97M-V functional and the def2-TZVPD basis",
  "homo_lumo_gap_ev": [9.79, 7.48],
  "max_force_ha_per_bohr": 0.090,
  "e_above_lowest_ev": 2.745,
  "spin_multiplicity": 6,
  "charge": 1,
  "symbols": ["H", "O", "C", "C", "O", "C", "O", "Rh", "H", "H"],
  "coordinates": [[-0.22, 3.10, -0.25], [1.91, 0.50, 0.26], [1.69, -0.75, 0.38], [0.45, -1.38, 0.12], [-0.40, -0.40, -0.49], [-1.59, -0.86, -0.05], [-2.40, 0.16, -0.17], [0.35, 1.53, -0.33], [2.55, -1.41, 0.59], [-3.18, 0.04, 0.39]]
}

***

Record 6
{
  "formula": "C33H29FMgNO2P2S2",
  "method": "the ωB97M-V functional and the def2-TZVPD basis",
  "homo_lumo_gap_ev": 6.74,
  "max_force_ha_per_bohr": 0.101,
  "e_above_lowest_ev": 0.000,
  "charge": -1,
  "symbols": ["Mg", "S", "P", "C", "P", "S", "C", "C", "C", "C", "C", "C", "C", "C", "C", "C", "C", "C", "C", "C", "C", "C", "C", "C", "C", "C", "C", "C", "C", "C", "H", "H", "H", "H", "H", "H", "H", "H", "H", "H", "H", "H", "H", "H", "H", "H", "H", "H", "H", "H", "F", "C", "C", "C", "C", "C", "C", "H", "H", "H", "H", "N", "C", "C", "O", "O", "H", "H", "H", "H", "H"],
  "coordinates": [[0.84, -1.68, -0.95], [-1.29, -2.53, -0.03], [-1.01, -0.77, 1.05], [0.10, 0.15, 0.04], [0.87, 1.67, 0.05], [2.01, 2.29, -1.49], [1.83, 2.03, 1.54], [1.19, 2.44, 2.74], [2.00, 3.03, 3.68], [3.39, 3.06, 3.48], [3.97, 2.58, 2.30], [3.21, 1.99, 1.34], [-0.52, 2.84, -0.09], [-0.34, 4.11, 0.45], [-1.41, 5.02, 0.37], [-2.63, 4.64, -0.26], [-2.82, 3.36, -0.84], [-1.68, 2.47, -0.75], [-0.11, -1.17, 2.57], [1.31, -1.45, 2.62], [1.89, -1.95, 3.79], [1.09, -2.29, 4.88], [-0.26, -2.03, 4.83], [-0.86, -1.46, 3.71], [-2.70, -0.24, 1.25], [-2.95, 0.61, 2.35], [-4.28, 0.87, 2.74], [-5.32, 0.43, 1.90], [-5.06, -0.31, 0.74], [-3.73, -0.67, 0.46], [0.12, 2.36, 2.85], [1.53, 3.47, 4.55], [4.04, 3.37, 4.29], [5.06, 2.62, 2.07], [3.63, 1.68, 0.41], [0.61, 4.39, 0.84], [-1.43, 6.05, 0.79], [-3.42, 5.38, -0.28], [-3.73, 3.09, -1.34], [-1.82, 1.46, -1.22], [1.92, -1.05, 1.77], [2.96, -2.12, 3.86], [1.63, -2.64, 5.74], [-0.99, -2.43, 5.53], [-1.95, -1.31, 3.74], [-2.19, 0.94, 2.99], [-4.52, 1.45, 3.61], [-6.38, 0.64, 2.20], [-5.89, -0.73, 0.16], [-3.52, -1.38, -0.35], [-2.39, -5.38, -5.83], [-1.41, -4.50, -5.51], [-1.62, -3.12, -5.68], [-0.60, -2.20, -5.33], [0.58, -2.66, -4.73], [0.78, -4.04, -4.62], [-0.24, -4.97, -4.91], [-2.53, -2.76, -6.19], [-0.75, -1.15, -5.51], [1.73, -4.28, -4.21], [-0.23, -6.02, -4.64], [2.94, -0.20, -3.52], [4.08, -0.87, -2.94], [3.68, -2.14, -2.07], [4.65, -2.86, -1.81], [2.44, -2.28, -1.59], [2.53, 0.34, -2.81], [1.37, -2.02, -4.36], [3.18, 0.28, -4.37], [4.68, -0.17, -2.34], [4.76, -1.24, -3.69]]
}